This record from the OMol25 dataset describes C32H22F3N2O3SbV as an isolated structure. The level of theory is the ωB97M-V functional and the def2-TZVPD basis.

Geometry (Å):
1 V 0.4497 0.4097 0.0265
2 O -2.4932 3.6085 -0.3469
3 C -3.4601 2.8141 -0.8610
4 C -4.6471 3.4645 -1.1832
5 C -5.7102 2.7552 -1.6924
6 C -5.6258 1.3723 -1.8964
7 C -4.4579 0.7250 -1.6041
8 C -3.3460 1.4298 -1.0858
9 C -2.1396 0.6803 -0.8492
10 O -1.0323 1.3112 -0.2769
11 N -1.9651 -0.5469 -1.1823
12 N -0.6339 -0.9252 -0.9343
13 C -0.2212 -1.9954 -1.5307
14 C 1.1462 -2.4673 -1.5382
15 C 1.4898 -3.6164 -2.2486
16 C 2.8170 -4.0101 -2.3189
17 C 3.8014 -3.2660 -1.6793
18 C 3.4835 -2.1189 -0.9514
19 C 2.1664 -1.7520 -0.9073
20 O 1.7512 -0.6032 -0.2561
21 H -1.7001 3.1102 -0.1599
22 H -4.7047 4.5318 -1.0211
23 H -6.6229 3.2795 -1.9439
24 H -6.4735 0.8242 -2.2813
25 H -4.3622 -0.3393 -1.7681
26 H -0.9700 -2.5368 -2.1034
27 H 0.7187 -4.1862 -2.7518
28 H 3.0869 -4.8935 -2.8798
29 H 4.8369 -3.5696 -1.7535
30 H 4.2377 -1.5361 -0.4401
31 F -2.1751 -0.6101 8.1001
32 C -1.6163 -0.4646 6.9062
33 C -2.3831 -0.7131 5.7815
34 C -1.8005 -0.5599 4.5349
35 C -0.4688 -0.1641 4.4543
36 C 0.2993 0.0722 5.5956
37 C -0.2887 -0.0750 6.8413
38 Sb 0.5602 0.1029 2.6752
39 C 2.3780 -0.9063 2.9503
40 C 3.5972 -0.2427 2.8419
41 C 4.7835 -0.9426 3.0053
42 C 4.7187 -2.2998 3.2662
43 F 5.8554 -2.9764 3.4073
44 C 3.5204 -2.9816 3.3870
45 C 2.3403 -2.2737 3.2255
46 C 1.1191 2.1327 2.5550
47 C 0.8791 3.0502 3.5762
48 C 1.2465 4.3781 3.4251
49 C 1.8333 4.7870 2.2392
50 F 2.1889 6.0557 2.1042
51 C 2.0477 3.9231 1.1793
52 C 1.6749 2.6023 1.3581
53 H -3.4137 -1.0208 5.8921
54 H -2.3906 -0.7492 3.6480
55 H 1.3432 0.3571 5.5335
56 H 0.2651 0.0996 7.7535
57 H 3.6384 0.8228 2.6484
58 H 5.7467 -0.4539 2.9482
59 H 3.5248 -4.0394 3.6125
60 H 1.3983 -2.8002 3.3316
61 H 0.4158 2.7336 4.5024
62 H 1.0832 5.1022 4.2120
63 H 2.4900 4.2881 0.2629
64 H 1.8859 1.9441 0.5042

DFT total energy ... -3051.1038 a.u.
Net charge ... +2
LUMO level (alpha / beta) ... -8.093 / -7.748 eV
Spin multiplicity ... 2